Below is a cluster of 3 separate species, C34H30BO7 in total, with properties calculated with ωB97M-V with the def2-TZVPD basis set.

LUMO: 1.21 eV
calculated total energy: -50756.585 eV

ORCA input file:
```
! wB97M-V def2-TZVPD RIJCOSX def2/J DEFGRID3
* xyz -1 1
O 5.18930 -0.58019 0.85952
C 5.84491 0.51774 0.24631
C 4.95957 1.40033 -0.63376
C 4.33742 2.63829 0.03306
C 2.85345 2.56868 0.45905
C 2.24594 1.19491 0.61932
C 1.58348 0.55368 -0.58220
O 1.00524 -0.59162 -0.03182
B 0.55677 -0.15765 1.37446
O 1.16428 1.21311 1.52935
H 4.77487 -1.10370 0.17590
H 6.69012 0.15815 -0.35021
H 6.24974 1.10228 1.07130
H 5.60420 1.75090 -1.44396
H 4.19075 0.78420 -1.09814
H 4.44242 3.47172 -0.66330
H 4.94882 2.89991 0.89830
H 2.24685 3.15234 -0.24064
H 2.74971 3.06798 1.42525
H 2.96314 0.43763 0.97143
H 2.25067 0.32395 -1.42333
H 0.80850 1.24751 -0.95080
H 1.03060 -0.98377 2.19141
H -0.66395 -0.16773 1.51165
C -3.07126 -7.22817 -4.28589
C -2.09834 -8.16542 -4.61843
C -0.80479 -8.01659 -4.15175
C -0.47502 -6.92724 -3.35433
C -1.44733 -5.98338 -3.02902
C -2.74661 -6.14109 -3.49416
C -1.11846 -4.78467 -2.19069
O -1.98451 -3.98569 -1.91176
C 0.28868 -4.62497 -1.73236
C 0.63617 -3.50242 -0.98996
C 1.94113 -3.34477 -0.54843
C 2.89481 -4.31097 -0.84949
C 2.55910 -5.43052 -1.59270
C 1.25637 -5.59369 -2.04123
C 0.92584 -6.79285 -2.85056
O 1.75304 -7.64580 -3.10779
H -4.08442 -7.34760 -4.64755
H -2.35245 -9.01259 -5.24240
H -0.03742 -8.73783 -4.39616
H -3.48942 -5.40200 -3.22801
H -0.09666 -2.74108 -0.75965
H 2.18794 -2.45431 0.01716
H 3.91285 -4.19104 -0.49903
H 3.29639 -6.18428 -1.83209
C 0.46598 5.31652 1.61480
C 0.03134 6.62008 1.83027
C -1.29073 6.86754 2.15014
C -2.18623 5.80958 2.24732
C -1.74862 4.50001 2.01855
C -0.41437 4.25114 1.70819
C -2.70163 3.35394 2.08376
O -2.33544 2.22335 1.88560
C -4.13556 3.65720 2.39209
C -5.04749 2.61050 2.42213
C -6.37614 2.86296 2.71323
C -6.80024 4.16150 2.97977
C -5.89552 5.20710 2.94874
C -4.56023 4.95955 2.65124
C -3.60228 6.10304 2.60335
O -3.97383 7.23462 2.84572
H 1.50315 5.12356 1.37237
H 0.72864 7.44443 1.75010
H -1.64314 7.87426 2.32669
H -0.05685 3.23842 1.53101
H -4.69816 1.60770 2.21679
H -7.08619 2.04644 2.73400
H -7.83979 4.35519 3.21095
H -6.20909 6.22173 3.15136
*
```

Löwdin population analysis, charges in e, atoms 1 to 6: -0.07, -0.27, -0.18, -0.18, -0.13, -0.39